# 1
Molecular formula: C72H63AsMnN8O2P
Method: DFT, wB97M-V/def2-TZVPD

The geometry in XYZ format:
```
148
Properties=species:S:1:pos:R:3:forces:R:3
Mn -0.343097 -0.108184 0.604222 -0.11 -0.67 0.24
C 3.057161 -4.033841 2.213961 0.07 -0.28 0.07
N 2.766880 -2.756803 1.574246 -0.07 0.04 0.06
C 1.623617 -2.034746 1.687772 0.00 -0.14 0.09
N 1.701504 -0.891539 1.020795 0.12 0.08 0.15
C 2.946111 -0.900500 0.414499 -0.02 -0.83 0.11
C 3.618269 -2.071494 0.771080 -0.07 0.69 -0.23
C 5.025117 -2.422790 0.541998 0.23 -0.11 0.01
C 6.011197 -1.460662 0.791017 -0.16 -0.08 0.04
C 7.347216 -1.753792 0.585449 0.04 0.02 0.00
C 7.720898 -3.013999 0.136717 0.01 0.05 0.01
C 6.751462 -3.974527 -0.111437 0.01 -0.08 -0.01
C 5.411143 -3.686103 0.092702 -0.12 0.09 -0.13
C 3.588791 0.000885 -0.535519 0.14 0.18 -0.32
C 3.877475 1.428660 -0.269138 0.39 -0.21 0.13
C 5.056628 1.960813 -0.997974 -0.23 -0.05 0.15
C 5.560329 1.342769 -2.087170 0.28 0.03 -0.22
C 5.004850 0.108558 -2.491903 0.01 0.29 0.26
C 4.083712 -0.562091 -1.697682 -0.28 -0.18 0.12
P 0.212542 -2.751137 2.610184 -0.21 0.44 -0.23
C -1.028392 -2.888338 1.281152 0.10 -0.08 0.13
N -1.541705 -1.881225 0.592591 0.02 0.30 -0.15
C -2.590504 -2.374321 -0.147550 0.10 -0.26 0.02
C -2.660997 -3.742329 0.080156 -0.17 0.32 -0.13
N -1.681561 -4.032228 0.991403 0.08 0.02 -0.05
C -1.415282 -5.353215 1.542056 -0.02 -0.21 0.12
C -3.565988 -4.778063 -0.444631 -0.05 -0.15 0.01
C -4.493505 -5.386002 0.400355 0.01 0.10 -0.04
C -5.364991 -6.342561 -0.096107 -0.02 -0.04 0.03
C -5.307559 -6.706216 -1.434023 0.00 0.01 0.01
C -4.374965 -6.114519 -2.275725 -0.02 -0.02 -0.06
C -3.507663 -5.151517 -1.786889 0.09 0.05 0.08
C -3.516275 -1.499028 -0.895428 -0.04 0.20 -0.09
C -4.701674 -1.973251 -1.465480 0.14 -0.01 0.10
C -5.569344 -1.110192 -2.118021 -0.03 -0.06 -0.04
C -5.285820 0.241831 -2.220485 -0.03 0.09 -0.05
C -4.119143 0.733251 -1.655583 0.02 -0.01 0.03
C -3.257703 -0.129899 -1.004515 0.07 -0.23 0.00
C -0.438158 -1.187674 3.294778 0.01 -0.12 0.09
N -0.796310 -0.122340 2.585155 -0.01 0.02 0.17
C -1.393632 0.755196 3.462351 0.12 -0.10 0.34
C -1.368800 0.205804 4.730253 -0.09 0.23 -0.29
N -0.766001 -1.018079 4.594693 0.02 0.01 -0.14
C -0.563068 -1.987392 5.664688 0.07 -0.15 0.21
C -1.921594 0.725094 5.988760 -0.02 -0.02 0.16
C -1.115541 0.860538 7.118994 0.00 0.06 -0.09
C -1.640005 1.392729 8.286632 0.06 -0.01 0.03
C -2.970255 1.782624 8.336859 -0.02 -0.02 0.00
C -3.781864 1.631043 7.220340 -0.03 0.06 0.01
C -3.261479 1.109887 6.047875 0.05 -0.10 -0.03
C -2.020168 2.018779 3.064155 0.06 0.04 -0.16
C -2.822951 2.064459 1.906649 -0.17 -0.01 0.20
C -3.529800 3.232074 1.588184 -0.10 0.00 0.11
C -3.401929 4.355215 2.379751 -0.12 -0.01 -0.01
C -2.591562 4.316757 3.516428 0.05 -0.05 0.02
C -1.904801 3.163657 3.855307 0.01 0.04 -0.02
H 2.560659 -4.096293 3.177554 -0.01 0.07 -0.01
H 4.129586 -4.118376 2.365065 0.00 0.05 0.01
H 2.726203 -4.860118 1.584980 -0.01 0.04 -0.01
H 5.724825 -0.491217 1.182517 0.01 0.02 0.01
H 8.098484 -1.002809 0.791580 0.01 -0.03 0.01
H 8.766837 -3.246814 -0.010173 -0.01 -0.01 -0.02
H 7.038978 -4.955181 -0.466119 0.00 0.01 0.00
H 4.661141 -4.432543 -0.138339 0.00 -0.02 0.02
H 3.951907 1.609257 0.805778 0.03 0.00 0.00
H 5.406268 2.941135 -0.695581 -0.01 0.03 -0.07
H 6.363373 1.785299 -2.660640 -0.03 0.02 -0.01
H 5.350160 -0.349987 -3.409389 0.02 -0.03 0.02
H 3.777435 -1.562427 -1.972765 -0.01 -0.02 0.03
H -1.675097 -6.107321 0.804179 0.02 0.05 -0.04
H -2.013283 -5.528337 2.435966 0.01 0.03 -0.01
H -0.361530 -5.446879 1.790688 0.00 0.03 -0.03
H -4.551744 -5.086281 1.440414 -0.01 -0.01 0.00
H -6.091942 -6.800477 0.561169 0.00 0.00 -0.01
H -5.990986 -7.449902 -1.820887 0.01 -0.01 0.00
H -4.325502 -6.404778 -3.316776 0.00 0.00 0.00
H -2.782012 -4.682427 -2.441356 -0.01 0.00 0.00
H -4.958568 -3.017485 -1.391594 -0.05 -0.04 -0.01
H -6.479339 -1.504445 -2.551017 0.00 0.00 0.02
H -5.965578 0.906563 -2.736365 -0.01 -0.01 0.00
H -3.870362 1.785560 -1.726876 -0.02 0.01 -0.06
H -2.341847 0.266490 -0.594115 0.07 0.10 0.00
H -1.276445 -1.791070 6.459751 -0.03 0.01 -0.04
H 0.444584 -1.911900 6.071504 -0.01 0.04 -0.03
H -0.717541 -2.994382 5.286501 -0.03 0.02 -0.03
H -0.070849 0.574697 7.077820 0.00 0.01 0.01
H -1.006584 1.505674 9.156146 -0.01 0.00 0.00
H -3.376771 2.199105 9.248503 0.00 -0.01 0.00
H -4.824165 1.917135 7.265407 0.01 0.00 0.00
H -3.896795 0.983814 5.179359 -0.01 0.01 0.00
H -3.071138 1.139957 1.397778 0.06 0.03 -0.07
H -4.195800 3.238389 0.734183 0.01 -0.03 -0.01
H -3.953679 5.254671 2.139679 0.00 0.00 0.01
H -2.520730 5.187691 4.155188 0.03 0.01 -0.02
H -1.294657 3.136502 4.748527 0.00 0.01 0.01
C 0.785724 2.877634 1.675254 0.05 0.04 0.02
As -0.629669 2.263894 0.458388 0.07 0.73 -0.32
C 2.721686 2.322797 -0.808720 -0.27 0.04 -0.31
C -1.149148 3.995467 -0.390152 -0.33 -0.03 0.10
C -0.057431 5.016103 -0.450870 0.16 -0.05 0.01
C 0.180126 5.870793 0.625253 -0.07 -0.07 0.00
C 1.166111 6.840254 0.551793 0.03 0.01 0.03
C 1.922834 6.974653 -0.605689 -0.01 -0.01 0.01
C 1.678928 6.143225 -1.689580 0.07 0.00 -0.02
C 0.696807 5.166106 -1.612284 -0.02 -0.13 -0.03
H 0.340511 3.530650 2.423843 -0.09 0.05 0.01
H 1.543204 3.450468 1.144398 -0.18 0.03 0.05
H 1.236451 2.016720 2.169744 -0.05 -0.03 -0.02
H 2.642187 2.227846 -1.890919 0.00 -0.01 -0.03
H 1.789183 1.998433 -0.362991 0.08 -0.09 -0.10
H 2.902938 3.364252 -0.556092 0.00 0.06 0.01
H -1.990656 4.365349 0.190850 0.08 -0.03 -0.02
H -1.488079 3.716020 -1.385018 -0.07 -0.08 0.08
H -0.431595 5.789836 1.517789 0.01 0.00 0.02
H 1.335285 7.503111 1.389992 -0.01 0.01 -0.01
H 2.683975 7.740759 -0.667431 -0.01 0.00 -0.01
H 2.246079 6.269340 -2.603166 -0.02 -0.01 0.00
H 0.487106 4.529156 -2.465414 0.05 0.03 0.05
O 0.811728 -2.500228 -1.278341 -0.02 0.18 -0.16
C 0.633847 -1.452339 -1.871204 0.06 -0.12 0.23
N 0.915574 -1.186848 -3.172329 0.12 0.23 -0.13
C 0.444280 0.130374 -3.596238 -0.15 -0.09 -0.15
C 0.028033 0.689478 -2.223468 0.29 -0.34 0.42
O -0.302687 1.854946 -1.978765 0.08 0.13 0.03
N 0.143236 -0.265782 -1.278617 0.01 0.02 -0.46
C -0.769219 -0.034036 -4.528576 0.07 0.02 -0.07
C -1.792537 -0.897111 -4.142850 0.00 0.03 0.00
C -2.861045 -1.141803 -4.988369 -0.01 0.00 0.06
C -2.915399 -0.533288 -6.234811 0.00 0.01 -0.03
C -1.897157 0.320134 -6.626112 -0.06 0.00 -0.04
C -0.828409 0.573379 -5.776634 0.03 0.03 0.08
C 1.554163 0.974115 -4.213245 0.04 -0.03 0.15
C 2.687326 0.366719 -4.744694 -0.06 0.10 0.01
C 3.668167 1.132057 -5.364628 0.04 -0.05 -0.02
C 3.532494 2.508935 -5.451681 0.07 0.03 0.00
C 2.402541 3.119637 -4.926010 -0.04 -0.03 0.03
C 1.416622 2.356964 -4.313996 0.05 0.00 -0.06
H 1.057857 -1.931607 -3.835345 -0.15 -0.09 0.06
H -1.750273 -1.397590 -3.183405 -0.04 -0.02 0.06
H -3.648709 -1.813508 -4.674557 -0.02 -0.02 0.01
H -3.741069 -0.736083 -6.903659 0.00 0.01 0.01
H -1.923997 0.781898 -7.604009 0.00 0.02 0.01
H -0.036821 1.231938 -6.105264 -0.01 -0.01 -0.03
H 2.802816 -0.708387 -4.705036 -0.01 -0.01 0.00
H 4.527359 0.641958 -5.806690 0.00 0.02 -0.01
H 4.292004 3.099445 -5.946870 -0.01 0.00 -0.01
H 2.273599 4.190224 -5.019961 0.00 0.01 0.02
H 0.524814 2.833032 -3.930808 0.00 -0.03 -0.05
```
Forces are in eV/Å.

Net charge: +3
HOMO-LUMO gap (alpha / beta): 5.3 / 5.3 eV
Spin multiplicity: 4
<S²>: 3.82

---

# 2
Molecular formula: C4H16FN8O4Ti
Method: DFT, wB97M-V/def2-TZVPD

The geometry in XYZ format:
```
34
Properties=species:S:1:pos:R:3:forces:R:3
Ti 1.965650 -14.030160 6.835700 0.41 0.99 0.19
F 2.962020 -10.732660 7.336310 -0.42 -1.17 -0.16
C -0.548100 -18.682910 8.118390 1.09 4.37 -0.72
O -0.017000 -17.683950 7.540620 -1.11 -2.27 0.69
N -1.547140 -18.503940 8.982590 -1.67 1.53 1.30
N -0.185820 -19.920710 7.977000 1.47 -3.12 -0.98
H -1.921300 -19.148050 9.664660 0.30 -0.08 -0.44
H -1.750160 -17.525340 9.128240 -0.06 -0.21 0.19
H 0.505520 -20.116610 7.267230 -0.02 -0.13 0.40
H -0.418780 -20.609800 8.677710 0.09 0.05 -0.46
C 2.465000 -12.858190 2.045850 0.51 -3.15 4.18
O 2.570840 -13.741580 2.931620 0.14 0.88 -0.84
N 1.804240 -13.038800 0.955980 -2.38 -1.17 -3.50
N 2.950850 -11.661100 2.133510 1.65 2.73 0.75
H 1.224770 -13.865850 0.938350 -0.05 0.38 -0.43
H 1.629040 -12.207440 0.409870 -0.49 -0.80 -0.38
H 3.523350 -11.474510 2.944400 -0.20 0.63 -0.28
H 2.624720 -11.003930 1.439350 0.78 0.46 0.77
C -1.742920 -12.591130 9.147190 2.34 -2.56 2.24
O -0.709890 -13.029150 9.660760 -0.12 0.23 0.87
N -1.697540 -11.905560 8.072310 0.03 3.05 -4.49
N -2.947990 -12.870660 9.606480 -1.82 -0.93 1.41
H -0.836390 -11.413790 7.880780 -0.12 -0.29 -0.46
H -2.465780 -11.937270 7.417400 0.36 0.55 0.08
H -3.795780 -12.583360 9.138710 0.22 -0.01 0.58
H -2.906430 -13.314860 10.512600 -0.69 -0.09 -0.31
C 5.432940 -14.726800 9.977650 -4.12 -0.88 -7.15
O 5.128360 -15.207430 8.833350 0.60 1.13 2.00
N 4.934200 -13.659190 10.497070 -1.65 4.20 1.12
N 6.100990 -15.358150 10.836700 4.15 -4.14 3.59
H 5.046810 -13.595680 11.498760 -0.48 0.58 -0.36
H 4.356390 -13.000370 9.994880 0.23 -0.06 0.01
H 6.264580 -16.313970 10.554300 0.86 0.18 0.43
H 6.716970 -14.792780 11.403280 0.20 -0.89 0.20
```
Forces are in eV/Å.

Net charge: 0
HOMO-LUMO gap (alpha / beta): 6.7 / 6.8 eV
Energy relative to the best compared isomer or geometry (same formula, charge and spin): 696.1 kJ/mol
Spin multiplicity: 4
<S²>: 3.75

---

# 3
Molecular formula: C8H12FO5V
Method: DFT, wB97M-V/def2-TZVPD

The geometry in XYZ format:
```
27
Properties=species:S:1:pos:R:3:forces:R:3
O -1.234898 -1.166717 -4.471142 -0.04 1.88 0.80
V -0.880693 -0.300441 -3.164243 0.89 -4.40 0.48
F -0.206340 -1.949962 -1.989335 -0.59 2.15 -0.81
O 4.149176 -1.722368 -0.202701 -1.79 -0.76 0.78
C 3.105526 -2.210523 0.219617 1.32 1.46 -0.43
O 2.853570 -3.496008 0.181935 1.28 -2.00 -0.65
C 1.548886 -3.879699 0.579318 -0.64 0.81 -0.57
C 1.068495 -2.688608 1.368525 -0.58 0.92 0.76
C 1.914328 -1.502933 0.856732 1.14 -1.16 0.00
H 1.598965 -4.799225 1.162465 0.03 0.05 -0.27
H 0.940033 -3.954156 -0.321704 0.05 -0.50 -0.06
H 1.245608 -2.912695 2.420435 0.20 0.44 0.16
H 0.003285 -2.472464 1.286628 0.01 -0.27 -0.24
H 2.392143 -0.946327 1.662940 -0.61 0.65 -0.21
H 1.512237 -0.957145 0.003182 -0.51 0.41 0.53
O -0.709964 0.871119 -1.352679 -0.41 1.91 1.21
C -1.104445 1.787109 -0.603226 -1.04 -1.44 -1.99
O -0.591721 2.044128 0.551578 1.59 -1.17 0.92
C -1.233898 3.132137 1.216468 0.94 1.23 -0.31
C -1.916638 3.826064 0.064322 -2.01 1.67 0.82
C -2.304014 2.704252 -0.823591 0.37 -1.11 -0.82
H -0.484294 3.780312 1.670408 0.26 -0.31 -0.07
H -1.862104 2.788576 2.038304 -0.29 -0.31 -0.42
H -1.406451 4.597529 -0.512426 0.78 -0.22 0.46
H -2.765321 4.349784 0.504291 -0.29 0.06 -0.29
H -2.453855 2.917849 -1.881903 0.05 0.11 0.15
H -3.177615 2.160412 -0.464198 -0.09 -0.10 0.05
```
Forces are in eV/Å.

Net charge: 0
HOMO-LUMO gap (alpha / beta): 7.7 / 8.6 eV
Spin multiplicity: 3
<S²>: 2.04

---

# 4
Molecular formula: C3H7N3O
Method: DFT, wB97M-V/def2-TZVPD

The geometry in XYZ format:
```
14
Properties=species:S:1:pos:R:3:forces:R:3
H 2.518882 0.100316 2.953124 -0.10 0.05 -0.02
N 1.630148 0.373809 2.539845 0.12 -0.19 -0.27
C 1.590382 0.017089 1.322687 0.03 -0.01 0.08
N 0.443920 0.231958 0.576382 0.00 0.11 0.09
C 0.462903 0.251425 -0.815582 0.04 -0.05 0.03
O 1.497677 0.231380 -1.454411 -0.27 -0.02 0.10
N -0.786256 0.331227 -1.392655 0.23 0.02 -0.18
C -1.952032 -0.383537 -0.893600 -0.11 -0.06 0.10
H 2.370519 -0.497851 0.757092 -0.03 0.16 0.11
H -0.305486 0.695446 1.071749 0.02 -0.09 -0.08
H -0.692949 0.360700 -2.399009 -0.04 -0.02 0.09
H -1.905655 -0.447671 0.194814 -0.10 0.01 -0.18
H -2.001922 -1.407433 -1.287110 0.01 0.15 0.07
H -2.870131 0.143143 -1.173325 0.20 -0.06 0.07
```
Forces are in eV/Å.

Net charge: 0
HOMO-LUMO gap: 10.6 eV
Energy relative to the best compared isomer or geometry (same formula, charge and spin): 24.3 kJ/mol
SMILES: [H]/N=C/NC(=O)NC